Entry 1:
An isolated molecule of C10H13ClN2O in a non-equilibrium geometry. Source: the OMol25 dataset; level of theory: ωB97M-V/def2-TZVPD.

```
27
Properties=species:S:1:pos:R:3:forces:R:3
C 3.545360 1.875446 0.255173 0.5 3.3 1.3
C 2.756681 0.595043 0.058396 2.3 -1.0 -0.7
C 1.407827 0.363066 0.209305 -0.5 -0.3 -1.1
C 0.877223 -0.960296 0.089660 0.4 1.5 0.2
O -0.434469 -1.164686 0.265354 -1.5 -2.1 -0.6
C -1.555123 -0.359142 0.661453 1.1 3.0 0.3
C -2.948849 -1.083816 0.618969 0.6 -0.5 0.3
C -3.635917 -0.625279 -0.781488 1.5 -1.5 1.1
N -3.106267 0.736268 -1.078520 3.5 -3.1 -1.4
C -1.818410 0.989170 -0.399261 2.4 0.3 2.3
C 1.768584 -2.040859 -0.213893 -1.3 -1.0 0.9
N 3.040778 -1.773748 -0.433369 -0.1 0.0 -0.2
C 3.519030 -0.547119 -0.360530 -1.6 0.0 1.6
Cl 5.214895 -0.530901 -0.359692 1.4 0.4 -0.5
H 4.666417 1.666192 0.799297 -3.5 0.7 -1.6
H 3.708999 2.446408 -0.739594 0.1 -1.3 1.4
H 2.931130 2.790481 0.882897 1.6 -3.0 -1.4
H 0.767442 1.251366 0.112011 0.0 -0.6 1.0
H -1.246699 0.112872 1.717253 -1.0 -1.1 -2.1
H -3.427895 -0.727781 1.555705 -0.3 0.5 -0.9
H -2.983305 -2.203037 0.869305 0.7 1.4 -1.0
H -4.699642 -0.542171 -0.627201 -0.4 0.1 -0.1
H -3.502980 -1.452270 -1.567493 0.3 1.5 0.9
H -3.780518 1.241238 -0.682280 -2.8 3.3 1.7
H -1.780260 1.986701 0.324917 -0.7 -2.5 -1.9
H -0.795737 1.160603 -1.030049 -3.0 -0.8 0.8
H 1.511710 -3.203741 -0.146329 0.1 2.9 -0.4
```
Forces are in eV/Å.

Summary:
energy relative to the best compared isomer or geometry (same formula, charge and spin)	4.6864	eV
net charge	0
SMILES string	Cc1cc(O[C@@H]2CCNC2)cnc1Cl
multiplicity	1

Results of the Mulliken charge analysis, in e, for atoms 1 through 2: -1.29 0.13

Entry 2:
A structure of composition C10H13ClO3SZr in a non-equilibrium geometry. Source: the OMol25 dataset; level of theory: ωB97M-V/def2-TZVPD.

```
29
Properties=species:S:1:pos:R:3:forces:R:3
Cl -1.429500 2.833582 -1.604079 0.7 0.0 0.1
C -0.820142 -1.461509 -1.537356 1.5 -0.2 -0.7
C 0.612142 -1.653303 -1.354058 -1.2 0.0 -0.8
C 1.283469 -0.642265 -2.119861 -0.2 -0.2 0.0
H 1.079798 -2.493937 -0.828415 -0.2 0.6 -0.1
C 0.303817 0.167311 -2.783038 -0.4 -0.8 -0.1
C -1.001692 -0.330208 -2.406028 0.7 -0.6 -0.1
H -1.953502 0.027508 -2.802144 0.3 0.0 0.3
H -1.599941 -2.125294 -1.155447 0.3 0.4 0.0
H 2.371135 -0.531548 -2.234593 -0.6 -0.1 0.1
C 0.600287 1.271037 -3.748694 0.1 0.3 0.2
Zr -0.009892 0.470765 -0.372377 -2.0 0.5 0.4
C 1.979441 1.622737 0.231453 4.7 2.5 2.6
O 2.862798 2.126274 0.776365 -3.8 -2.1 -2.5
C -1.734147 1.968465 0.077617 -2.3 0.3 3.1
O -2.488743 2.420708 0.893216 2.2 -1.2 -2.6
H 1.565386 1.729206 -3.488796 -0.3 0.0 -0.2
H -0.190833 2.030697 -3.719037 0.3 -0.2 -0.2
H 0.677421 0.888522 -4.777202 -0.1 0.0 0.3
C 0.267285 -2.115490 3.334019 -0.1 -0.3 0.3
S -1.010017 -1.046647 2.703158 1.1 0.7 -1.0
C -0.666614 0.425339 3.668459 -0.2 0.0 0.0
O -0.351324 -0.675277 1.276026 -0.3 0.3 0.9
H -0.050267 -2.461575 4.331846 0.1 0.1 -0.3
H 1.214401 -1.569923 3.375174 -0.2 -0.1 0.0
H 0.342566 -2.973031 2.662955 -0.1 0.1 0.1
H 0.412339 0.595527 3.725975 -0.2 -0.1 0.0
H -1.187507 1.276378 3.212008 0.0 -0.3 0.1
H -1.078175 0.225958 4.662855 0.0 0.1 0.0
```
Forces are in eV/Å.

Summary:
energy relative to the best compared isomer or geometry (same formula, charge and spin)	2.1521	eV
net charge	+2
multiplicity	1

Results of the Mulliken charge analysis, in e, for atoms 1 through 2: -0.18 -0.42

Entry 3:
A structure of composition C10H13CoNP in a non-equilibrium geometry. Source: the OMol25 dataset; level of theory: ωB97M-V/def2-TZVPD.

```
26
Properties=species:S:1:pos:R:3:forces:R:3
C -2.324465 0.953877 0.950759 -1.0 0.8 -0.1
C -2.514209 2.326864 1.059494 -0.2 -0.7 0.3
C -1.452615 3.178197 1.379167 0.3 0.4 -0.9
C -0.146869 2.660640 1.552918 0.2 -0.3 0.4
C 0.111047 1.292743 1.511225 1.2 0.8 -0.3
Co -0.768231 0.220923 0.287962 -0.5 -0.8 0.5
P -2.214801 -0.945259 -0.999903 0.6 -0.2 -0.5
H -3.257150 0.368001 0.984686 0.0 0.2 0.0
H -3.503401 2.754966 0.921283 -0.2 0.0 0.4
H -1.646993 4.247862 1.492261 0.2 -0.2 -0.1
H 1.076732 0.924265 1.927189 -0.4 0.4 -0.3
H 0.645066 3.404453 1.720622 -0.2 -0.4 0.6
H -1.937063 -1.182076 -2.385302 -0.3 -0.3 0.4
H -3.577601 -0.586502 -1.091109 0.2 -0.1 -0.1
H -2.381688 -2.287393 -0.543158 -0.2 0.2 -0.4
C 3.171470 -2.190652 -1.033822 1.5 -1.2 -0.3
C 1.920226 -2.780390 -1.209743 -2.1 0.3 0.5
C 0.788144 -2.060868 -0.822459 0.9 -1.6 -0.9
N 0.841260 -0.762105 -0.441940 -1.3 1.3 0.3
C 2.051845 -0.148548 -0.431388 2.3 -0.4 0.2
C 3.241277 -0.867257 -0.597054 -1.3 1.9 0.4
H 4.074412 -2.771228 -1.221243 -0.1 0.2 0.0
H 1.786616 -3.787925 -1.608356 0.1 0.2 0.2
H -0.205991 -2.511083 -0.813432 0.4 -0.1 -0.2
H 2.034987 0.924188 -0.222412 0.2 -0.4 0.1
H 4.187998 -0.375693 -0.366244 -0.2 -0.1 -0.4
```
Forces are in eV/Å.

Summary:
net charge	-1
E_tot	-2167.54278	Ha
multiplicity	4

Results of the Mulliken charge analysis, in e, for atoms 1 through 2: -0.68 -0.16

Entry 4:
A cluster of 2 separate species, C10H13F3NO8PS in total in a non-equilibrium geometry. Source: the OMol25 dataset; level of theory: ωB97M-V/def2-TZVPD.

```
37
Properties=species:S:1:pos:R:3:forces:R:3
C 4.873537 0.419708 -0.923510 0.2 0.0 0.9
C 3.469237 0.895953 -0.800790 0.1 -0.6 0.2
O 2.562837 0.460142 -1.441339 -0.7 0.0 -0.6
O 3.277406 1.878274 0.121851 0.7 0.6 -0.5
C 2.338829 2.863529 -0.286074 -0.5 0.5 1.0
C 1.111521 2.825926 0.656217 0.2 -0.4 -0.5
C -0.171884 2.601436 -0.089004 -0.3 0.1 0.0
C -0.590404 3.421941 -1.126094 0.2 -0.2 0.4
N -1.725765 3.158883 -1.792949 -0.2 -0.1 -0.1
C -2.511403 2.107894 -1.518670 0.3 -0.5 0.7
C -2.148463 1.257628 -0.489388 0.1 -0.1 -0.1
P -3.142925 -0.199252 -0.043194 -0.5 -0.2 0.3
O -4.173690 0.125970 0.925145 -0.2 0.3 0.0
O -3.717265 -0.754133 -1.429024 0.5 0.3 0.1
O -1.998323 -1.177536 0.399048 -0.1 -0.3 -0.5
C -0.980386 1.508304 0.226223 -0.1 0.5 -0.4
H 5.422459 0.641322 -0.013149 0.1 0.1 0.0
H 4.888224 -0.651221 -1.070584 0.0 -0.1 -0.3
H 5.347773 0.941944 -1.748447 0.1 0.0 -0.2
H 2.827670 3.828646 -0.181113 0.2 0.0 -0.1
H 2.037763 2.718366 -1.317043 0.1 -0.2 -0.2
H 1.265534 1.961781 1.293044 0.0 0.0 0.2
H 1.071776 3.695231 1.305246 -0.1 0.2 0.0
H -0.036197 4.291756 -1.438546 0.0 0.1 -0.1
H -2.004565 3.759830 -2.556194 0.1 0.1 0.0
H -3.398228 1.937430 -2.104938 -0.1 0.2 -0.2
H -2.971981 -0.996845 -1.999054 -0.2 -0.3 -0.2
H -2.217730 -2.109439 0.190380 0.5 -0.3 0.5
H -0.690891 0.847631 1.028695 0.0 -0.2 0.1
C -1.043405 -4.915375 2.804289 0.0 0.0 0.0
F -0.228310 -3.844100 2.882252 0.0 0.0 0.0
F -0.689196 -5.756601 3.781962 0.0 0.0 0.0
F -2.286732 -4.481303 3.077412 0.0 0.0 0.0
S -0.952171 -5.716349 1.148470 0.1 -0.3 -0.6
O 0.436809 -6.091449 1.031909 0.1 0.2 0.1
O -1.366438 -4.644255 0.250164 -0.1 0.5 0.1
O -1.885024 -6.811667 1.246798 -0.1 0.1 0.2
```
Forces are in eV/Å.

Summary:
net charge	0
E_tot	-2084.72614	Ha
multiplicity	1

Results of the Mulliken charge analysis, in e, for atoms 1 through 2: -1.09 0.78

Entry 5:
A structure of composition C10H13HgNO5 in a non-equilibrium geometry. Source: the OMol25 dataset; level of theory: ωB97M-V/def2-TZVPD.

```
30
Properties=species:S:1:pos:R:3:forces:R:3
Hg 0.813360 -1.210657 0.230699 0.3 1.2 -1.6
O 3.712852 -1.164702 2.071106 -1.5 -0.7 -2.9
C 3.059803 -1.357777 1.158000 1.1 0.8 2.9
C -0.931370 -0.787930 -2.423959 -3.6 2.2 -0.4
O -1.900078 -0.190287 -2.630260 3.6 -2.2 0.6
C -0.004817 -3.461417 0.132927 -2.0 -2.3 2.2
O -0.590005 -4.306003 0.635324 2.0 2.6 -2.0
C 2.251425 0.982182 -1.744067 0.5 2.7 -0.2
O 2.481797 2.088766 -1.912445 -0.6 -2.8 0.3
C 2.991705 -2.639960 -2.366304 -0.9 0.5 0.6
H 3.746453 -1.859258 -2.244062 0.1 -0.5 -0.3
H 3.008431 -3.492838 -1.678435 0.4 0.1 -0.5
C 1.939506 -2.453290 -3.176378 -0.2 0.4 1.3
H 1.085614 -3.136497 -3.114596 0.4 0.1 -0.6
H 1.819654 -1.510999 -3.716667 0.1 -0.5 -0.2
C -2.617445 2.282661 2.255771 0.0 0.0 -0.1
N -1.497974 2.134359 1.347477 0.8 -2.6 -0.9
C -0.744917 3.228156 0.770376 0.1 1.0 0.0
C -1.078794 0.955610 0.923199 -0.4 1.2 0.6
C -1.653252 -0.347560 1.419415 -0.4 -0.1 0.0
O -0.127336 1.024661 0.068709 1.2 -3.5 0.1
H -2.700835 3.353424 2.369090 -0.6 0.0 0.5
H -2.381034 1.773666 3.193857 -0.2 0.4 0.0
H -3.506978 1.835140 1.802970 0.0 0.4 0.2
H 0.320023 3.150338 1.053541 -0.5 0.1 0.0
H -0.801069 3.217093 -0.331107 -0.1 0.2 0.5
H -1.201088 4.113939 1.191351 0.3 0.5 -0.2
H -2.050653 -0.976907 0.631914 -0.2 0.2 -0.7
H -0.970856 -1.002878 1.968332 0.6 0.4 0.3
H -2.472123 -0.241034 2.114223 -0.2 0.2 0.2
```
Forces are in eV/Å.

Summary:
net charge	+2
E_tot	-972.46492	Ha
multiplicity	1

Results of the Mulliken charge analysis, in e, for atoms 1 through 2: 1.36 -0.07

Entry 6:
The ion C10H13INO3 with charge -1 in a non-equilibrium geometry. Source: the OMol25 dataset; level of theory: ωB97M-V/def2-TZVPD.

```
28
Properties=species:S:1:pos:R:3:forces:R:3
C -0.559235 -0.351201 0.493296 0.0 -1.4 0.3
C -1.519554 0.120180 -0.220140 -1.3 2.9 -1.7
C -1.136274 3.114681 0.628902 3.3 -0.6 -2.5
C -0.809881 -2.008682 2.435050 0.6 2.2 1.2
C 0.750911 -1.880179 2.070511 -4.3 0.2 0.1
C -0.611638 2.095944 -0.488703 -1.4 -1.3 -0.3
C -0.348894 -1.718237 1.061209 0.3 -1.1 -1.3
C -0.425844 -2.808028 -0.026610 1.4 -0.3 -0.2
C 1.736226 1.960890 -2.454704 -0.1 0.5 0.1
C 1.170277 0.849543 -1.558682 -0.9 0.4 -0.6
N 0.622722 1.468062 -0.367138 -1.1 -0.6 0.8
O -1.732546 2.709780 1.557606 -2.8 -1.2 3.3
O -0.585055 4.181656 0.344934 0.1 1.5 -0.4
O 0.544914 0.416594 0.634198 1.8 1.6 0.1
I -3.350468 -0.798996 -0.599426 0.2 0.2 0.1
H -1.109453 -2.959430 2.832580 -0.4 -0.4 -0.5
H -1.319975 -1.088784 2.931584 1.2 -1.8 -0.7
H 1.175759 -1.076446 2.510791 1.3 2.7 0.8
H 1.338249 -2.712588 2.140511 1.0 -2.4 -0.2
H -0.720584 2.624742 -1.464087 0.0 -1.0 0.4
H 0.047046 -3.752256 0.353826 -1.0 0.5 -0.1
H 0.265602 -2.566271 -0.857429 -0.2 0.3 0.3
H -1.398996 -2.928900 -0.518250 0.2 -0.2 0.6
H 2.254323 2.843978 -1.928448 -0.9 -1.6 -0.6
H 2.428784 1.401109 -3.053598 0.8 0.2 -0.7
H 0.954045 2.330596 -3.148422 0.5 0.1 0.5
H 0.346338 0.239288 -2.229171 2.0 1.0 2.0
H 1.993209 0.292968 -1.080177 -0.4 -0.5 -1.0
```
Forces are in eV/Å.

Summary:
energy relative to the best compared isomer or geometry (same formula, charge and spin)	3.2994	eV
net charge	-1
multiplicity	1

Results of the Mulliken charge analysis, in e, for atoms 1 through 2: 0.26 -0.33